Density functional theory data (ωB97M-V with the def2-TZVPD basis set) for C14H18N2O5 as an isolated structure in a non-equilibrium geometry.

Each line ends with the Löwdin charge.
Cartesian coordinates (Å):
C: 1.678766 -0.589837 0.723988  -0.621
C: 0.868433 -1.724609 0.520115  -0.409
C: 3.076064 -0.675137 0.204907  -0.130
C: 3.840941 -1.871948 1.003567  -0.091
C: 4.622722 -2.880780 0.160656  -0.584
C: -1.448438 -0.575162 0.515048  -0.232
C: -2.962545 -1.053636 0.644150  -0.439
C: -1.330312 -0.031881 -0.997403  -0.045
C: -1.959123 1.446276 -1.004801  -0.207
C: -1.066957 2.580245 -0.705397  -0.043
C: -3.097017 1.707936 -1.742564  -0.097
C: -1.479412 3.846626 -0.971575  -0.130
C: -3.651653 3.009299 -1.813822  -0.056
C: -2.746651 4.094656 -1.502718  -0.081
H: 0.922944 1.359278 2.031912  0.235
H: 1.255442 -1.535784 3.009637  0.285
H: 1.189016 0.321724 0.343866  0.076
H: 3.351612 -0.512811 -1.129076  0.223
H: 3.266948 0.442315 0.592654  0.130
H: 3.184235 -2.245932 1.831646  0.100
H: 4.869728 -1.423658 1.491579  0.168
H: 2.931465 -3.699628 -0.194529  0.105
H: -1.113553 -2.589416 0.664241  0.164
H: -1.210589 0.389897 1.112346  0.139
H: -1.983332 -0.750453 -1.418983  0.098
H: -0.275318 0.003310 -1.265336  0.106
H: -0.083108 2.353974 -0.211207  0.104
H: -3.656181 0.773190 -1.890870  0.120
H: -0.811947 4.656085 -0.698986  0.107
H: -4.630531 3.108448 -2.461952  0.140
H: -2.866289 5.240878 -1.748476  0.139
H: -3.828915 0.745062 0.406021  0.096
N: 1.855820 -0.297731 2.143252  0.075
N: -0.572427 -1.684178 0.903500  0.091
O: 1.375910 -2.821935 0.224658  0.048
O: 5.795785 -2.834521 0.010860  0.111
O: 3.921310 -3.920352 -0.337997  0.078
O: -3.289251 -2.222930 0.772783  0.108
O: -3.943596 -0.136881 0.784306  0.117

Forces on the atoms, in the same order (eV/Å):
C -0.428 2.456 -1.056
C -3.863 -5.035 -0.025
C 2.319 2.158 -1.737
C 3.121 3.147 0.712
C -2.106 -1.170 0.081
C 0.211 2.112 0.048
C 0.101 -0.936 1.704
C -1.060 1.778 3.152
C 3.728 0.415 -1.499
C -0.570 -3.387 0.740
C -1.234 -0.447 2.217
C -0.193 0.203 0.406
C 0.578 1.098 -2.215
C -1.181 1.168 -1.096
H 1.341 -3.293 1.131
H 1.189 3.983 -2.626
H 0.215 -0.846 -0.510
H -1.280 -1.052 4.251
H 1.310 -2.483 -0.779
H 0.799 -0.009 -1.068
H -2.983 -0.521 -0.644
H 1.855 -0.515 -0.270
H 1.570 1.566 0.594
H -0.705 -1.817 -0.173
H -0.043 -0.399 -1.974
H -0.324 -0.268 -0.479
H -0.957 0.388 -0.608
H -0.312 0.751 -0.845
H -0.162 0.152 -0.275
H 2.027 0.240 1.777
H -0.681 -2.613 0.481
H 0.719 -0.018 0.048
N -2.589 0.218 3.224
N 0.683 -1.346 -2.066
O -1.463 1.653 0.297
O 1.319 0.400 -0.203
O -2.148 0.833 0.221
O 1.241 1.645 -0.614
O -0.042 -0.206 -0.322

The energy above the lowest of the compared OMol25 structures with the same formula, charge and spin is 12.673 eV. For the HOMO-LUMO gap, the calculation gives 7.52 eV.



Density functional theory data (ωB97M-V with the def2-TZVPD basis set) for an isolated molecule of C14H18N4O3S in a non-equilibrium geometry.

Each line ends with the Löwdin charge.
Cartesian coordinates (Å):
C: -2.800532 -2.291954 1.634044  -0.040
O: -3.179213 -1.823371 0.347626  -0.096
C: -4.358144 -1.206814 0.282901  -0.617
O: -5.149923 -1.143591 1.180240  0.115
C: -4.646624 -0.665928 -1.105805  -0.343
S: -3.152811 -0.184362 -2.007171  0.995
C: -2.443403 0.805469 -0.772241  -0.616
N: -2.942102 0.993018 0.419346  0.037
N: -2.098258 1.797960 1.081782  0.080
C: -1.103767 2.097393 0.295015  -0.293
C: 0.082191 2.905405 0.707394  -0.122
N: 1.024993 2.104840 1.469097  0.015
C: 1.838575 1.171016 0.829861  -0.289
C: 2.032186 -0.089659 1.387647  -0.021
C: 2.895874 -1.009121 0.818618  -0.023
C: 3.586638 -0.689220 -0.343180  -0.285
O: 4.453138 -1.516983 -1.000930  -0.093
C: 4.702751 -2.788386 -0.456896  -0.096
C: 3.404872 0.574305 -0.905140  -0.007
C: 2.553318 1.490386 -0.327692  -0.051
N: -1.267074 1.479539 -0.920037  -0.044
C: -0.425861 1.519397 -2.082676  -0.013
H: -1.853323 -2.808808 1.502435  0.092
H: -2.689672 -1.443933 2.312718  0.099
H: -3.560299 -2.968216 2.030351  0.095
H: -5.123538 -1.439302 -1.709880  0.093
H: -5.310183 0.193900 -1.017416  0.095
H: -0.261807 3.716705 1.353837  0.126
H: 0.579183 3.329476 -0.165208  0.106
H: 0.579574 1.720136 2.294097  0.123
H: 1.499835 -0.354424 2.290812  0.112
H: 3.013807 -1.971527 1.291126  0.103
H: 5.130750 -2.719387 0.548798  0.095
H: 5.425290 -3.257595 -1.122899  0.092
H: 3.794092 -3.399065 -0.423490  0.094
H: 3.955494 0.821212 -1.799216  0.119
H: 2.461893 2.471556 -0.768570  0.110
H: 0.558066 1.106074 -1.851502  0.081
H: -0.313669 2.548172 -2.430615  0.103
H: -0.892320 0.925696 -2.867190  0.067

Forces on the atoms, in the same order (eV/Å):
C -0.122 -0.037 0.321
O 0.073 -0.226 -0.251
C -0.309 -0.098 -0.001
O -0.076 -0.086 0.065
C 0.328 0.292 0.060
S -0.131 -0.157 -0.469
C 0.028 0.122 0.002
N -0.499 -0.454 -0.614
N 0.712 0.834 0.664
C -0.067 0.036 -0.201
C -0.069 -0.162 0.079
N 0.053 0.297 0.523
C 0.205 -0.283 -0.034
C -0.139 0.285 -0.083
C 0.257 -0.206 -0.195
C -0.027 0.086 -0.018
O -0.086 0.308 -0.083
C 0.031 -0.182 0.078
C 0.062 -0.271 0.006
C -0.046 -0.043 0.137
N -0.632 -0.117 0.628
C 0.366 0.049 -0.284
H -0.038 0.030 -0.005
H 0.012 -0.047 -0.022
H 0.098 0.034 0.004
H 0.025 0.030 0.028
H 0.010 -0.172 0.099
H 0.028 -0.036 -0.213
H -0.027 0.106 0.101
H 0.031 0.055 -0.144
H -0.066 -0.029 0.075
H 0.033 -0.097 0.011
H -0.028 -0.008 -0.027
H -0.052 -0.018 0.082
H 0.030 0.025 0.016
H 0.079 0.036 -0.107
H 0.005 0.109 -0.039
H -0.126 0.004 -0.109
H -0.008 -0.079 -0.062
H 0.085 0.071 -0.019

The energy above the lowest of the compared OMol25 structures with the same formula, charge and spin is 0.843 eV. For the HOMO-LUMO gap, the calculation gives 8.26 eV. As for the SMILES: COC(=O)CSc1nnc(CNc2ccc(OC)cc2)n1C.



Density functional theory data (ωB97M-V with the def2-TZVPD basis set) for an isolated molecule of C14H18N4OS2 in a non-equilibrium geometry.

Each line ends with the Löwdin charge.
Cartesian coordinates (Å):
C: 2.184860 -2.885036 0.771702  -0.061
N: 1.664894 -1.741384 0.081244  -0.054
C: 0.552757 -1.695654 -0.706489  -0.610
S: -0.455156 -3.078990 -0.997609  1.002
C: -1.650797 -2.395776 -2.189448  -0.346
C: -2.760057 -1.598416 -1.494942  -0.572
O: -3.851396 -2.081992 -1.278002  0.050
N: -2.391397 -0.347041 -1.198815  0.084
C: -3.211173 0.573915 -0.442929  -0.290
C: -2.716318 0.677757 1.017576  -0.122
C: -2.035758 2.048972 1.150019  -0.188
C: -1.820767 2.525108 -0.286225  -0.194
C: -3.049912 1.986275 -1.012518  -0.142
N: 0.380582 -0.485231 -1.180910  -0.004
N: 1.364907 0.285921 -0.711956  0.088
C: 2.144571 -0.451532 0.044770  -0.312
C: 3.299997 0.066727 0.706617  -0.441
C: 3.722468 1.369732 0.637470  -0.110
C: 4.890156 1.607819 1.383093  -0.178
C: 5.348892 0.493494 2.012169  -0.406
S: 4.362886 -0.876301 1.708461  1.047
H: 1.542600 -3.738555 0.560254  0.063
H: 3.199590 -3.102643 0.433725  0.086
H: 2.202464 -2.703212 1.847787  0.088
H: -2.084584 -3.268955 -2.675445  0.083
H: -1.092616 -1.788779 -2.899908  0.083
H: -1.415621 -0.082018 -1.336697  0.084
H: -4.236201 0.201019 -0.504125  0.143
H: -2.014124 -0.131697 1.219721  0.108
H: -3.544734 0.575862 1.716513  0.107
H: -2.695125 2.743279 1.672824  0.105
H: -1.100488 1.989327 1.704622  0.101
H: -1.736165 3.608509 -0.355067  0.106
H: -0.912587 2.082304 -0.697185  0.091
H: -2.936191 1.972317 -2.095088  0.114
H: -3.925854 2.584867 -0.760203  0.116
H: 3.194337 2.108162 0.064051  0.113
H: 5.370963 2.566847 1.450080  0.105
H: 6.210096 0.384996 2.640864  0.062

Forces on the atoms, in the same order (eV/Å):
C 0.238 -0.378 0.276
N -0.370 0.723 -0.445
C -0.022 0.138 -0.140
S -0.193 -0.354 -0.006
C 0.106 0.017 0.240
C 0.406 0.011 -0.322
O -0.377 -0.315 0.100
N 0.078 0.420 -0.053
C -0.372 -0.163 -0.023
C -0.091 -0.020 0.116
C 0.113 0.031 0.028
C -0.138 0.123 0.064
C 0.071 -0.038 -0.002
N -0.427 -0.819 -0.245
N 1.041 0.572 0.506
C -0.807 -0.117 -0.517
C 0.883 0.157 0.574
C -0.279 -0.433 -0.073
C 0.216 -0.087 0.175
C -0.127 -0.247 -0.018
S -0.041 0.578 -0.188
H 0.103 0.007 0.065
H -0.095 -0.076 -0.002
H -0.055 -0.087 -0.057
H 0.012 0.102 0.037
H -0.043 -0.032 -0.074
H -0.147 -0.226 -0.103
H 0.134 0.085 0.012
H -0.053 -0.054 0.012
H -0.008 -0.049 0.054
H 0.019 0.053 0.036
H 0.002 0.058 0.088
H 0.104 0.036 -0.054
H 0.103 0.014 -0.053
H -0.105 0.006 -0.055
H -0.051 0.056 0.013
H -0.117 0.127 -0.119
H 0.100 0.149 0.029
H 0.188 0.029 0.123

The energy above the lowest of the compared OMol25 structures with the same formula, charge and spin is 0.000 eV. For the HOMO-LUMO gap, the calculation gives 8.55 eV. As for the SMILES: Cn1c(SCC(=O)NC2CCCC2)nnc1-c1cccs1.



Density functional theory data (ωB97M-V with the def2-TZVPD basis set) for C14H19AuN2O4S2 as an isolated structure in a non-equilibrium geometry.

Each line ends with the Löwdin charge.
Cartesian coordinates (Å):
Au: 0.362471 -0.973717 -0.648781  0.825
C: 0.189671 -4.093617 -0.263481  -0.090
O: 0.162471 -3.270917 -1.417981  -0.272
C: 1.199471 -3.510617 -2.340581  -0.196
C: 2.553371 -2.956717 -1.867881  -0.194
O: 2.524071 -1.573517 -1.598881  -0.275
C: 2.787971 -0.715017 -2.691981  -0.104
H: 0.255171 -5.148317 -0.548081  0.095
H: -0.746629 -3.905317 0.257219  0.099
H: 1.017171 -3.840917 0.402519  0.089
H: 0.886371 -3.022717 -3.267081  0.131
H: 1.302071 -4.588917 -2.520281  0.130
H: 3.325771 -3.189717 -2.612181  0.131
H: 2.819971 -3.426717 -0.916081  0.126
H: 3.695271 -1.034017 -3.217681  0.092
H: 2.942071 0.270883 -2.251881  0.098
H: 1.954371 -0.664117 -3.398781  0.066
O: -1.544529 3.216283 2.603019  0.045
C: -1.167429 2.301083 3.507519  -0.273
C: -1.338229 2.613983 4.857919  -0.021
C: -0.976329 1.723383 5.845519  -0.092
C: -0.412229 0.499383 5.510119  -0.102
C: -0.237129 0.180783 4.182319  -0.032
C: -0.617929 1.055483 3.163219  -0.082
C: -0.435029 0.593283 1.771619  -0.460
O: 0.061371 -0.548317 1.586319  -0.123
N: -0.840429 1.435983 0.820119  0.004
N: -0.638329 1.004083 -0.438081  -0.208
C: -1.037029 1.678683 -1.438381  -0.912
S: -0.723629 1.056083 -3.050581  0.868
C: -1.204329 2.603883 -3.901281  -0.524
C: -2.367829 3.179483 -3.130481  -0.530
S: -1.889329 3.234183 -1.366981  0.923
H: -1.387029 2.833683 1.707119  0.050
H: -1.766529 3.575283 5.098819  0.112
H: -1.133829 1.981283 6.882919  0.099
H: -0.116229 -0.197017 6.282319  0.095
H: 0.196771 -0.764317 3.891619  0.109
H: -1.459129 2.358083 -4.931781  0.077
H: -0.346629 3.277183 -3.883381  0.075
H: -3.257529 2.555283 -3.222781  0.076
H: -2.592629 4.196783 -3.444881  0.077

Forces on the atoms, in the same order (eV/Å):
Au -0.326 0.412 -0.052
C -0.107 -0.159 0.245
O -0.015 0.336 -0.028
C 0.569 0.124 -0.204
C -0.250 -0.422 -0.022
O -0.107 -0.169 0.161
C 0.133 0.221 -0.201
H -0.029 0.021 -0.017
H 0.054 -0.066 0.044
H 0.011 -0.008 -0.011
H 0.048 -0.048 0.036
H -0.001 0.065 -0.030
H -0.061 -0.012 0.079
H 0.074 -0.025 -0.161
H -0.026 0.028 0.065
H -0.022 -0.043 -0.183
H 0.018 -0.052 0.066
O -0.098 0.212 0.042
C 0.068 -0.161 0.058
C -0.059 0.132 -0.044
C -0.009 0.071 -0.084
C 0.066 -0.137 0.141
C -0.036 0.033 -0.023
C -0.029 0.043 0.198
C 0.072 -0.331 -0.193
O 0.023 0.022 0.109
N -0.360 0.789 0.297
N 0.432 -0.790 -0.502
C -0.134 0.317 0.141
S -0.172 0.190 -0.367
C 0.321 -0.335 0.199
C -0.014 0.019 0.319
S 0.121 -0.335 -0.066
H 0.036 -0.158 -0.005
H -0.054 0.084 0.029
H 0.002 0.053 0.077
H 0.006 -0.025 0.020
H -0.005 -0.036 -0.029
H -0.032 -0.016 0.035
H -0.096 0.046 -0.073
H 0.039 0.071 -0.086
H -0.051 0.037 0.024

For the HOMO-LUMO gap, the calculation gives 7.69 eV.



One value per record, in order, for energy: -1029.6125; -1387.1962; -1634.9370; -1887.3375 a.u..